Entry 1:
Formula: C3H2NOS2
Source: OMol25
Level of theory: ωB97M-V/def2-TZVPD

Its energy above the lowest of the compared OMol25 structures with the same formula, charge and spin is 62.08 kcal per mole. The HOMO energy is -3.36 eV. The total charge is -1. The value obtained for the HOMO-LUMO gap is 6.769 eV. The LUMO energy comes out at 3.41 eV.

Cartesian coordinates (Å):
C -0.5227 -1.0864 0.1071
C 0.2735 1.2111 -0.1314
C -1.4836 -0.1349 -0.0826
N -0.9708 1.1681 -0.2486
O 1.9919 -0.7348 -0.8693
S -3.1496 -0.3627 -0.1462
S 1.0921 -0.3958 0.2748
H -0.7048 -2.1205 0.3177
H 0.8593 2.1074 -0.2401

=====

Entry 2:
Formula: C3H2NP
Source: OMol25
Level of theory: ωB97M-V/def2-TZVPD

Its energy above the lowest of the compared OMol25 structures with the same formula, charge and spin is 58.60 kcal per mole. The HOMO energy (spin up / spin down) is -8.07 / -8.07 eV. The value obtained for the HOMO-LUMO gap (spin up / spin down) is 6.477 / 6.480 eV. The LUMO energy (spin up / spin down) comes out at -1.59 / -1.59 eV.

Cartesian coordinates (Å):
C 1.9360 -1.2119 -0.0480
C -1.2095 0.1007 0.2002
C -0.4136 -0.0857 -0.7279
N 2.9644 -0.7459 -0.0601
P 0.5217 -2.0504 0.2481
H -1.9592 0.0498 1.0474
H 0.2839 -0.0041 -1.6070

=====

Entry 3:
Formula: C3H2O
Source: OMol25
Level of theory: ωB97M-V/def2-TZVPD

Its energy above the lowest of the compared OMol25 structures with the same formula, charge and spin is 5.87 kcal per mole. The HOMO energy is -10.66 eV. Its SMILES is C#CC=O. The value obtained for the HOMO-LUMO gap is 10.531 eV. The LUMO energy comes out at -0.13 eV.

Cartesian coordinates (Å):
C 0.6860 0.3792 -0.0300
C -0.6859 -0.0555 -0.0510
C -1.8760 -0.1088 0.0283
H 0.7891 1.5131 0.0895
H -3.0120 -0.1095 0.0468
O 1.6848 -0.3366 0.0225

=====

Entry 4:
Formula: C3H2O2S4
Source: OMol25
Level of theory: ωB97M-V/def2-TZVPD

Its energy above the lowest of the compared OMol25 structures with the same formula, charge and spin is 0.00 kcal per mole. The HOMO energy is -0.41 eV. The total charge is -2. The value obtained for the HOMO-LUMO gap is 5.930 eV. The LUMO energy comes out at 5.52 eV.

Cartesian coordinates (Å):
C -0.9699 1.5781 0.1676
C 1.2813 1.0221 -0.9149
C 0.0957 0.3822 -0.1984
O -0.5247 2.6884 0.4296
O 1.1377 1.5090 -2.0294
S -2.6192 1.2450 -0.0596
S 2.8245 0.6266 -0.2139
S -0.5354 -0.8402 -1.3023
S 0.4139 -0.3746 1.4586
H -1.7178 -0.2189 -1.2293
H 1.9177 -0.2985 0.8731